(1)
The following is a DFT calculation (the ωB97M-V functional and the def2-TZVPD basis) of a 2-piece molecular cluster, H2 overall.

Calculated values
Gap between HOMO and LUMO (eV): 10.51
Net charge: 0
Energy above the lowest of the compared OMol25 structures with the same formula, charge and spin (kJ/mol): 333.2

Cartesian coordinates (Å):
1 H -0.53 0.09 0.57
2 H 0.53 -0.09 -0.57


(2)
The following is a DFT calculation (the ωB97M-V functional and the def2-TZVPD basis) of a single H2 molecule.

Calculated values
Gap between HOMO and LUMO (eV): 16.87
Net charge: 0
Energy above the lowest of the compared OMol25 structures with the same formula, charge and spin (kJ/mol): 1.0
SMILES string: [H][H]

Cartesian coordinates (Å):
1 H 0.00 0.00 0.38
2 H 0.00 0.00 -0.38